(1)
Below is C25H28Cl5EuO2 as an isolated structure, with properties calculated with ωB97M-V/def2-TZVPD.

Summary:
<S²> ... 12.02
Total energy ... -112411.211 eV
Kohn-Sham gap (alpha / beta) ... 8.24 / 8.33 eV

ORCA input file:
```
! RIJCOSX wB97M-V def2-TZVPD def2/J DEFGRID3
* xyz 0 7
Cl 6.33 -2.17 -0.65
C 5.10 -3.26 0.04
C -2.05 -0.60 -0.23
C 3.71 -2.91 0.24
C -1.73 0.81 -0.69
C 4.35 -0.22 1.25
O -5.04 2.20 0.36
C 3.32 -0.77 2.03
H 2.05 2.18 1.15
Cl 5.34 -7.07 1.44
H -0.38 1.41 0.90
C -0.35 1.03 -0.12
H -6.58 2.92 2.41
H -2.44 1.56 -0.34
Cl 1.26 -3.49 1.28
H -5.74 1.01 -1.24
H -2.83 -1.08 -0.82
C 2.30 -1.28 -2.49
C 4.06 0.06 -1.95
H -2.37 -0.60 0.81
H 0.85 0.37 -2.74
H 2.91 1.96 -2.08
H -1.70 0.86 -1.78
Eu 2.51 -0.50 -0.25
C -5.43 4.48 -0.45
H 3.30 -1.75 2.46
H 1.30 -0.02 2.52
C 4.73 -5.48 0.98
C -7.07 2.50 -0.26
H 1.70 -2.16 -2.65
H -6.30 0.50 0.36
H -7.39 2.85 -1.24
H -6.97 4.56 1.86
H -6.14 5.30 -0.49
C -5.96 3.35 0.40
C 3.40 -5.15 1.24
H -4.50 4.86 -0.03
H -7.95 2.34 0.37
H 4.29 -2.15 -2.00
O 0.28 -0.28 -0.09
C 2.93 0.88 -2.17
Cl 7.27 -4.98 0.13
H -5.23 4.14 -1.47
H -5.31 4.14 2.28
H 0.28 1.69 -0.71
H 4.50 1.74 0.22
C 5.58 -4.54 0.40
C 2.91 -3.88 0.88
C 2.63 1.28 1.29
Cl 2.34 -6.33 2.02
H -0.54 -2.12 0.31
H 5.04 0.39 -1.68
C 2.25 0.15 2.05
C -0.72 -1.30 -0.38
C 3.93 1.06 0.81
H -0.55 -1.66 -1.39
C -6.22 3.77 1.82
C 3.67 -1.28 -2.13
C 1.86 0.05 -2.52
C -6.05 1.37 -0.26
H 5.29 -0.70 1.02
*
```

=====

(2)
Below is C25H28CoN2O3P2 as an isolated structure, with properties calculated with ωB97M-V/def2-TZVPD.

Summary:
<S²> ... 6.06
Total energy ... -91701.280 eV
Kohn-Sham gap (alpha / beta) ... 7.68 / 5.20 eV
Relative energy (zero: lowest compared OMol25 entry of this formula, charge and spin) ... 6.1 kcal per mole

ORCA input file:
```
! RIJCOSX wB97M-V def2-TZVPD def2/J DEFGRID3
* xyz 1 5
N 2.53 1.50 -0.97
O 0.83 0.32 2.25
H 2.08 5.69 -5.36
C -0.59 -0.45 4.55
H -2.53 2.86 -0.77
H -0.33 -3.96 0.59
C -4.20 -1.10 -0.53
H -1.18 -0.66 5.44
C 3.87 -1.71 2.16
Co 0.09 0.55 0.48
C 1.66 3.15 -2.48
C 3.14 -0.01 0.59
C -2.39 -3.07 -1.26
H 0.55 -1.75 -2.56
H -3.90 1.78 -1.13
C 1.56 -1.37 3.76
H 0.55 -3.39 -1.85
C 0.65 4.09 -2.74
C 2.82 3.15 -3.25
H 4.75 -1.84 1.55
C 1.96 4.98 -4.54
C 2.90 -0.78 1.76
H -4.91 -0.34 -0.25
C -3.74 -3.25 -1.49
H -3.13 2.15 2.03
H 1.84 -2.23 -1.45
C 2.96 4.06 -4.28
C -3.34 1.13 1.72
H -0.48 -2.78 1.90
H 3.86 4.05 -4.88
P -2.24 0.73 0.31
P -0.15 -1.69 -0.25
H 0.03 5.74 -3.96
N 2.22 0.74 0.05
H -5.71 -2.41 -1.29
O 0.28 1.93 -1.00
H -0.26 0.59 4.58
C -2.82 1.84 -1.02
C 1.44 2.15 -1.43
H -1.69 -3.85 -1.54
C 3.69 -2.45 3.29
H 4.44 -3.17 3.59
H 4.13 -0.06 0.14
H -3.12 0.46 2.55
C 1.70 -0.57 2.57
C 0.78 -2.34 -1.67
C 0.06 -3.02 0.99
H -2.33 1.55 -1.95
H 3.61 2.44 -3.03
H -1.20 -0.61 3.66
C -2.84 -0.90 -0.31
C -4.65 -2.27 -1.11
H 1.12 -3.15 1.23
H -0.23 4.08 -2.12
C 0.81 5.01 -3.77
H 2.39 -2.87 4.97
O 0.50 -1.36 4.61
H -4.39 1.04 1.45
C 2.54 -2.28 4.08
C -1.92 -1.90 -0.66
H -4.09 -4.16 -1.96
*
```

=====

(3)
Below is C25H28CoN5O6S3 as an isolated structure, with properties calculated with ωB97M-V/def2-TZVPD.

Summary:
<S²> ... 0.76
Total energy ... -116252.504 eV
Kohn-Sham gap (alpha / beta) ... 6.36 / 6.71 eV
Relative energy (zero: lowest compared OMol25 entry of this formula, charge and spin) ... 8.1 kcal per mole

ORCA input file:
```
! RIJCOSX wB97M-V def2-TZVPD def2/J DEFGRID3
* xyz -1 2
H 4.28 1.37 4.87
H -0.92 -2.95 -0.17
O -3.10 -1.63 1.65
H -3.42 4.01 4.51
S -0.06 1.93 -1.06
H 3.37 -3.11 0.63
O 1.42 -0.77 -0.57
H 1.65 2.90 -3.57
N 0.33 3.39 1.61
H -4.76 -2.52 -2.00
C 3.08 -2.66 1.58
H -0.60 6.56 1.34
S -1.93 -0.83 1.92
Co -0.11 -0.20 0.27
C -1.61 -2.42 -0.80
H -1.85 5.43 3.15
C 0.03 2.27 2.24
C -1.35 4.52 2.87
N -1.44 0.42 -2.93
C 3.85 0.93 0.66
O 3.29 -1.32 -1.61
C -0.36 4.49 1.86
C 4.58 0.55 2.93
C -3.75 -2.20 -1.84
C -0.96 1.58 -4.76
H -3.91 -0.44 -3.06
H 0.53 3.75 -4.68
C 3.42 -0.39 0.59
C 3.58 -1.26 1.67
H -0.12 5.48 0.00
S 0.99 0.88 2.10
H -0.87 1.97 -5.75
H 5.68 0.31 4.76
C 3.63 1.86 -0.49
H 0.37 3.90 -2.90
N -1.17 -1.27 -1.30
C 5.11 1.07 4.23
H -3.17 -3.87 -0.62
N -1.02 2.20 3.12
H -2.33 -0.14 -4.80
C 0.01 5.70 1.06
C -2.87 -2.93 -1.05
H 4.74 2.42 1.90
C 4.18 -0.77 2.83
H 5.75 1.94 4.08
N -0.27 2.11 -3.70
C -3.28 -1.04 -2.43
C -1.68 3.33 3.47
H 4.35 2.67 -0.48
C -1.98 -0.63 -2.17
H 3.45 -3.27 2.40
H 1.99 -2.64 1.61
O -2.02 -0.18 3.24
O -1.79 0.28 0.88
H 3.71 1.32 -1.44
H -3.20 2.24 4.49
C 2.69 -0.88 -0.64
C -2.70 3.21 4.56
O -0.67 -1.59 1.76
C -1.69 0.54 -4.29
H 1.06 5.92 1.22
C 0.62 3.23 -3.73
C 4.43 1.38 1.84
C -0.56 1.41 -2.56
H -1.41 1.22 3.31
H -2.20 3.25 5.53
H 2.62 2.27 -0.42
H 4.30 -1.43 3.67
*
```

=====

(4)
Below is C25H28F4N6OV as an isolated structure, with properties calculated with ωB97M-V/def2-TZVPD.

Summary:
<S²> ... 2.01
Total energy ... -73922.577 eV
Kohn-Sham gap (alpha / beta) ... 7.95 / 8.27 eV
Relative energy (zero: lowest compared OMol25 entry of this formula, charge and spin) ... 17.0 kcal per mole

ORCA input file:
```
! RIJCOSX wB97M-V def2-TZVPD def2/J DEFGRID3
* xyz 1 3
H -0.75 -4.94 -0.97
F -0.03 4.47 2.61
C 1.37 -1.09 -4.05
H -2.80 -0.36 3.32
N -0.42 1.86 1.45
C 2.93 0.90 -2.91
H -1.91 6.43 -0.93
H 0.35 2.48 3.35
H 1.33 -4.52 -1.01
C 2.59 -2.05 0.45
C -1.05 5.50 0.81
H 0.65 0.23 3.77
H -3.07 -5.03 -1.76
H -2.69 -1.18 1.76
C -1.61 5.51 -0.45
C -2.65 -4.08 -1.44
H 3.54 1.69 -2.48
F -1.59 1.97 -1.12
C 3.30 0.32 -4.12
H -0.97 0.41 4.42
H -2.53 0.57 1.83
F -0.86 6.65 1.46
C -2.89 -1.72 -1.04
C -0.64 4.33 1.43
H 0.08 -0.82 -2.36
H 2.91 0.68 1.05
H 2.81 -1.10 -5.64
N 1.54 -3.67 -0.51
C 2.53 -0.67 -4.69
C -1.37 3.11 -0.44
H 3.66 -3.87 -0.22
N 1.33 1.12 -1.05
H -4.43 -2.96 -1.84
C -1.57 -1.65 -0.57
C -0.47 1.90 2.92
H -1.39 2.37 3.25
C 1.76 0.49 -2.28
C -1.34 -4.03 -1.00
C 0.63 -2.70 -0.22
H 1.95 1.88 -0.82
C 2.78 -3.27 -0.09
H 0.52 -2.01 3.09
H 3.35 -1.43 0.89
H 0.41 1.52 -1.23
C -0.77 -2.82 -0.58
H -0.93 -2.59 2.26
O -1.02 -0.53 -0.16
H -3.47 -0.81 -1.06
C -3.41 -2.92 -1.47
H 2.48 0.08 2.50
N -0.84 -0.50 2.51
F -2.28 4.21 -2.29
H 2.18 1.65 2.14
H -1.04 -2.05 3.95
C -1.75 4.28 -1.07
H 4.20 0.67 -4.62
C 0.99 -0.52 -2.85
N 2.18 0.71 1.76
N 1.27 -1.69 0.37
C -0.79 3.05 0.84
H 0.76 -1.87 -4.48
C -2.31 -0.36 2.35
C -0.56 -1.87 2.98
V 0.22 0.18 0.78
C -0.38 0.48 3.50
*
```